Entry 1:
# C3H10IN2

A cluster of 2 separate species, C3H10IN2 in total (wB97M-V/def2-TZVPD, OMol25).

The energy above the lowest of the compared OMol25 structures with the same formula, charge and spin comes out at 0.012 eV. For the gap between HOMO and LUMO, the calculation gives 8.816 eV.

ORCA input file:
```
! RIJCOSX wB97M-V def2-TZVPD def2/J DEFGRID3
* xyz 1 1
C 0.66 0.84 -1.10
C 1.30 0.30 0.14
C 0.30 0.14 1.25
N 0.75 -0.04 2.48
N -0.98 0.16 1.13
I -2.96 -3.32 -3.10
H -0.05 1.72 -0.86
H 1.39 1.38 -1.87
H 0.10 0.21 -1.70
H 2.15 0.95 0.43
H 1.56 -0.70 -0.18
H 0.23 -0.45 3.18
H 1.74 -0.18 2.70
H -1.49 -0.07 1.93
H -1.60 0.11 0.37
H -1.65 -3.83 -3.98
*
```

***

Entry 2:
# H16O8V

A structure of composition H16O8V (wB97M-V/def2-TZVPD, OMol25).

The energy above the lowest of the compared OMol25 structures with the same formula, charge and spin comes out at 0.000 eV. For the gap between HOMO and LUMO (alpha / beta), the calculation gives 9.266 / 12.197 eV.

ORCA input file:
```
! RIJCOSX wB97M-V def2-TZVPD def2/J DEFGRID3
* xyz 2 4
V -5.86 3.63 19.99
O -5.06 5.77 19.40
H -5.21 6.58 18.87
H -4.20 5.90 19.81
O -4.91 3.15 17.98
H -5.18 2.52 17.32
H -4.57 3.95 17.55
O -3.32 3.91 20.44
H -2.87 3.77 21.25
H -2.65 3.70 19.78
O -5.54 3.85 22.10
H -4.83 3.82 22.76
H -6.29 3.80 22.71
O -7.40 4.52 18.16
H -8.29 4.86 18.27
H -6.97 5.00 17.45
O -7.81 2.53 20.32
H -8.16 1.79 19.81
H -8.57 2.83 20.77
O -5.10 1.53 20.51
H -5.58 0.67 20.54
H -4.28 1.35 20.01
O -7.72 5.46 20.87
H -7.28 6.10 21.44
H -8.19 6.01 20.22
*
```

***

Entry 3:
# C65H80F6N3O9PS4Si

A cluster of 8 separate species, C65H80F6N3O9PS4Si in total (wB97M-V/def2-TZVPD, OMol25).

For the gap between HOMO and LUMO, the calculation gives 8.803 eV.

ORCA input file:
```
! RIJCOSX wB97M-V def2-TZVPD def2/J DEFGRID3
* xyz 0 1
C -2.79 -3.92 4.37
Si -2.48 -2.69 2.98
C -1.33 -3.49 1.71
C -4.09 -2.09 2.20
O -1.77 -1.34 3.70
C -1.09 -0.51 2.75
C -1.20 0.92 3.25
C -0.05 1.88 2.96
N -0.26 3.24 3.50
S -1.55 3.57 4.57
P 1.37 1.24 4.12
S 1.73 2.37 5.67
C 0.46 2.12 1.51
C -0.48 2.85 0.55
C -2.00 2.89 0.88
C -2.81 1.72 0.33
C -4.27 2.16 0.00
C -4.81 1.48 -1.26
C -4.18 2.15 -2.51
C -3.82 1.14 -3.60
S -2.44 1.78 -4.61
C -1.11 0.69 -4.44
N -0.80 -0.33 -5.13
N 0.37 -0.84 -4.63
C 0.69 -0.08 -3.66
O -0.17 0.91 -3.46
O 1.77 2.65 1.66
C 2.04 4.02 1.56
O 2.95 4.34 2.57
C 2.76 4.31 0.23
O 2.25 5.04 -0.59
C 4.17 3.68 -0.06
F 4.36 3.85 -1.37
F 4.20 2.36 0.16
C 5.36 4.37 0.68
F 6.31 4.62 -0.23
F 5.00 5.55 1.18
C 6.03 3.49 1.76
F 6.77 4.31 2.53
F 5.14 2.89 2.56
C 7.01 2.42 1.18
O 8.07 2.69 0.70
O 6.57 1.13 1.34
S 0.95 0.60 0.49
C 2.13 -0.45 1.31
O 1.73 1.19 -0.57
O -0.19 -0.10 -0.03
H -2.82 -4.93 3.96
H -2.00 -3.82 5.11
H -3.72 -3.62 4.84
H -0.31 -3.27 2.00
H -1.47 -3.04 0.74
H -1.51 -4.56 1.68
H -4.11 -1.00 2.23
H -4.91 -2.43 2.82
H -4.16 -2.45 1.18
H -1.56 -0.66 1.78
H -0.07 -0.89 2.67
H -2.18 1.28 2.99
H -1.24 0.79 4.33
H -0.33 3.93 2.76
H -0.93 3.40 5.75
H 2.57 1.06 3.41
H 0.96 -0.02 4.60
H -0.44 2.45 -0.46
H -0.20 3.89 0.42
H -2.19 3.07 1.93
H -2.39 3.76 0.36
H -2.37 1.36 -0.59
H -2.93 0.93 1.06
H -4.89 1.83 0.83
H -4.37 3.24 -0.06
H -4.49 0.44 -1.20
H -5.89 1.53 -1.26
H -3.29 2.67 -2.18
H -4.89 2.87 -2.90
H -3.66 0.14 -3.22
H -4.66 1.07 -4.28
H 1.55 -0.13 -3.04
H 1.20 4.70 1.63
H 2.52 4.92 3.20
H 5.91 0.92 0.67
H 2.22 -1.32 0.67
H 3.08 0.07 1.26
H 1.89 -0.78 2.31
C -5.48 -6.82 3.33
C -5.05 -8.14 3.33
C -5.39 -8.97 4.39
C -6.15 -8.49 5.44
C -6.57 -7.16 5.44
C -6.24 -6.33 4.38
H -5.22 -6.17 2.50
H -4.45 -8.52 2.51
H -5.06 -10.00 4.39
H -6.42 -9.14 6.26
H -7.16 -6.78 6.26
H -6.57 -5.30 4.38
C 0.94 -3.91 7.00
C 0.96 -3.18 5.82
C 1.76 -3.59 4.77
C 2.55 -4.73 4.89
C 2.53 -5.46 6.07
C 1.72 -5.05 7.12
H 0.30 -3.60 7.82
H 0.35 -2.29 5.72
H 1.78 -3.02 3.84
H 3.17 -5.06 4.07
H 3.14 -6.35 6.17
H 1.70 -5.62 8.04
C -6.52 -12.07 2.36
C -5.81 -12.75 1.39
C -5.18 -13.95 1.69
C -5.25 -14.47 2.98
C -5.96 -13.78 3.96
C -6.59 -12.59 3.65
H -7.02 -11.14 2.13
H -5.75 -12.35 0.38
H -4.62 -14.48 0.93
H -4.76 -15.40 3.21
H -6.01 -14.19 4.96
H -7.14 -12.06 4.42
C 0.34 5.03 -7.33
C 1.44 5.81 -7.03
C 2.27 5.48 -5.97
C 1.98 4.37 -5.19
C 0.87 3.59 -5.48
C 0.05 3.92 -6.55
H -0.30 5.28 -8.16
H 1.67 6.68 -7.64
H 3.13 6.09 -5.74
H 2.62 4.11 -4.36
H 0.64 2.73 -4.87
H -0.82 3.31 -6.77
C 1.08 11.34 -10.63
C 1.50 10.03 -10.82
C 1.20 9.06 -9.87
C 0.50 9.40 -8.72
C 0.08 10.71 -8.53
C 0.37 11.68 -9.48
H 1.30 12.09 -11.37
H 2.05 9.76 -11.71
H 1.52 8.04 -10.02
H 0.26 8.65 -7.99
H -0.47 10.98 -7.64
H 0.05 12.70 -9.33
C 4.76 -8.40 4.66
C 3.60 -9.13 4.92
C 3.01 -9.88 3.92
C 3.58 -9.90 2.65
C 4.72 -9.17 2.38
C 5.32 -8.42 3.39
H 5.22 -7.82 5.45
H 3.16 -9.11 5.91
H 2.12 -10.45 4.12
H 3.12 -10.49 1.86
H 5.16 -9.18 1.39
H 6.21 -7.85 3.18
C 3.84 11.50 -8.20
C 4.96 12.26 -7.88
C 5.76 11.90 -6.81
C 5.44 10.78 -6.05
C 4.32 10.03 -6.36
C 3.52 10.39 -7.44
H 3.22 11.78 -9.04
H 5.21 13.13 -8.47
H 6.64 12.49 -6.56
H 6.06 10.50 -5.21
H 4.06 9.16 -5.76
H 2.64 9.80 -7.68
*
```

***

Entry 4:
# C48H78BrN15O5S2Si

A cluster of 15 separate species, C48H78BrN15O5S2Si in total (wB97M-V/def2-TZVPD, OMol25).

For the gap between HOMO and LUMO, the calculation gives 7.858 eV.

ORCA input file:
```
! RIJCOSX wB97M-V def2-TZVPD def2/J DEFGRID3
* xyz 0 1
C 2.76 3.92 0.50
C 1.50 3.48 -0.26
C 0.70 2.43 0.49
Br 0.31 3.10 2.29
C -0.56 1.94 -0.29
C -1.21 3.11 -1.04
C -1.65 4.27 -0.21
O -1.70 5.40 -0.64
C -0.04 0.91 -1.30
C -0.87 0.48 -2.51
C -2.04 -0.50 -2.32
S -3.60 0.41 -2.25
C -4.63 -0.74 -1.36
S -4.42 -2.35 -1.59
N -5.64 -0.20 -0.63
C -5.57 1.25 -0.37
C -6.76 1.77 0.47
O -7.53 0.75 1.05
C -6.64 -0.21 1.61
C -6.09 -1.06 0.50
O -1.62 1.45 0.54
C -1.66 0.22 1.11
O -2.72 -0.34 1.14
C -0.42 -0.32 1.77
C -0.66 -1.63 2.53
O -0.09 -1.57 3.83
Si -0.98 -1.01 5.13
C -2.59 -0.21 4.62
C 0.06 0.29 5.96
C -1.28 -2.39 6.34
H 3.11 3.16 1.18
H 3.54 4.21 -0.20
H 2.49 4.80 1.06
H 1.81 3.06 -1.21
H 0.91 4.38 -0.42
H 1.36 1.58 0.64
H -2.14 2.72 -1.48
H -0.59 3.44 -1.87
H -1.95 4.05 0.82
H 0.86 1.35 -1.71
H 0.30 0.01 -0.79
H -0.17 -0.04 -3.16
H -1.23 1.34 -3.08
H -1.94 -1.16 -1.47
H -2.08 -1.13 -3.20
H -4.64 1.51 0.12
H -5.60 1.76 -1.33
H -7.41 2.41 -0.12
H -6.34 2.38 1.27
H -5.85 0.31 2.16
H -7.21 -0.83 2.29
H -5.28 -1.69 0.86
H -6.89 -1.70 0.15
H 0.41 -0.42 1.08
H -0.09 0.43 2.49
H -0.16 -2.44 2.01
H -1.72 -1.87 2.55
H -2.47 0.59 3.89
H -3.06 0.18 5.52
H -3.28 -0.95 4.20
H 0.44 0.94 5.17
H 0.92 -0.13 6.46
H -0.52 0.92 6.63
H -0.34 -2.92 6.47
H -1.54 -1.97 7.31
H -2.04 -3.10 6.02
C -0.91 7.14 3.00
C -0.79 6.06 3.98
N -0.67 5.21 4.73
H -1.93 7.52 2.99
H -0.22 7.94 3.25
H -0.66 6.76 2.01
C 2.73 -2.81 -1.49
C 2.80 -1.42 -1.05
N 2.86 -0.33 -0.69
H 1.74 -3.22 -1.32
H 2.95 -2.87 -2.55
H 3.46 -3.41 -0.95
C 6.58 -2.66 0.90
C 6.08 -3.48 -0.20
N 5.69 -4.13 -1.06
H 7.65 -2.80 1.01
H 6.38 -1.61 0.71
H 6.09 -2.95 1.83
C -2.53 -6.78 4.90
C -3.25 -5.73 5.59
N -3.82 -4.89 6.14
H -2.11 -6.39 3.97
H -1.72 -7.15 5.52
H -3.20 -7.61 4.67
C 1.11 7.58 -1.25
C 1.61 7.35 0.10
N 1.94 7.12 1.17
H 0.22 6.97 -1.41
H 0.83 8.62 -1.39
H 1.86 7.30 -1.98
C 3.18 2.66 5.79
C 3.48 1.58 6.72
N 3.72 0.73 7.45
H 2.13 2.96 5.87
H 3.80 3.52 6.01
H 3.36 2.35 4.76
C -1.33 -2.68 -5.60
C -0.19 -2.55 -4.72
N 0.72 -2.46 -4.02
H -1.27 -1.97 -6.42
H -1.39 -3.68 -6.02
H -2.26 -2.49 -5.06
C 7.13 -6.63 2.73
C 7.20 -5.28 3.24
N 7.24 -4.20 3.64
H 6.17 -7.08 2.95
H 7.28 -6.64 1.65
H 7.91 -7.25 3.17
C -1.30 -6.66 -8.72
C -2.21 -5.81 -7.97
N -2.93 -5.14 -7.37
H -1.12 -6.23 -9.71
H -0.35 -6.75 -8.20
H -1.73 -7.65 -8.84
C -1.26 1.68 -7.52
C -2.07 0.48 -7.64
N -2.71 -0.47 -7.73
H -0.41 1.49 -6.87
H -0.90 1.98 -8.50
H -1.86 2.49 -7.10
C 7.42 -6.65 -2.89
C 7.87 -7.07 -1.57
N 8.23 -7.39 -0.54
H 6.57 -7.25 -3.21
H 7.11 -5.61 -2.87
H 8.22 -6.77 -3.62
C -10.24 3.11 0.61
C -10.65 4.36 1.24
N -10.97 5.34 1.74
H -11.11 2.51 0.35
H -9.68 3.31 -0.30
H -9.61 2.53 1.28
C 7.84 1.09 -2.18
C 8.25 -0.03 -1.34
N 8.56 -0.91 -0.67
H 6.80 1.34 -1.99
H 8.46 1.96 -1.96
H 7.96 0.83 -3.23
C 2.49 3.38 -3.86
C 2.66 4.81 -3.64
N 2.79 5.94 -3.46
H 1.51 3.06 -3.52
H 2.60 3.15 -4.92
H 3.25 2.83 -3.30
*
```

***

Entry 5:
# C40H36F6GdN11OS2

A structure of composition C40H36F6GdN11OS2 (wB97M-V/def2-TZVPD, OMol25).

The energy above the lowest of the compared OMol25 structures with the same formula, charge and spin comes out at 0.000 eV. For the gap between HOMO and LUMO (alpha / beta), the calculation gives 6.763 / 6.815 eV.

ORCA input file:
```
! RIJCOSX wB97M-V def2-TZVPD def2/J DEFGRID3
* xyz 2 8
Gd 13.64 12.34 13.91
S 15.95 16.14 20.56
N 16.85 15.26 19.57
C 16.14 15.09 18.46
C 16.48 14.28 17.34
C 17.76 13.74 17.15
C 18.09 13.04 15.99
C 17.15 12.87 15.03
N 15.86 13.29 15.20
C 15.55 14.07 16.26
C 14.21 14.72 16.36
N 13.30 14.36 15.45
C 12.14 15.04 15.40
C 11.82 16.02 16.34
C 12.72 16.26 17.38
C 13.92 15.59 17.43
C 14.90 15.77 18.50
N 14.65 16.45 19.60
H 18.47 13.80 17.93
H 19.10 12.61 15.86
H 17.38 12.35 14.09
H 11.55 14.87 14.50
H 10.89 16.57 16.34
H 12.51 16.96 18.15
C 14.63 16.50 9.29
C 13.37 16.06 8.99
C 12.76 15.10 9.78
C 13.40 14.71 11.02
C 14.66 15.23 11.34
C 15.27 16.08 10.46
N 12.70 13.97 11.97
N 11.41 13.85 11.69
C 10.55 13.32 12.60
C 9.18 13.21 12.22
C 8.38 12.37 12.98
C 8.91 11.88 14.20
C 10.19 12.21 14.60
N 11.02 12.94 13.83
H 15.10 17.16 8.54
H 12.90 16.43 8.08
H 11.79 14.62 9.61
H 15.24 14.93 12.22
H 16.24 16.51 10.72
H 8.83 13.66 11.31
H 7.33 12.10 12.67
H 8.37 11.21 14.86
H 10.53 11.96 15.63
N 12.46 10.68 12.57
C 12.24 9.70 11.94
N 12.17 8.55 11.32
C 12.52 8.45 9.84
C 12.86 6.99 9.49
C 11.69 6.03 9.76
C 10.87 6.39 10.99
C 11.57 7.35 11.97
H 13.34 9.18 9.73
H 11.66 8.77 9.21
H 13.79 6.58 9.96
H 13.10 7.04 8.39
H 12.05 5.02 9.84
H 10.98 6.09 8.90
H 10.53 5.48 11.54
H 9.93 6.90 10.65
H 12.37 6.84 12.54
H 10.90 7.75 12.77
C 14.92 9.68 17.09
C 13.94 9.62 15.94
O 13.78 10.83 15.30
C 14.26 8.39 14.98
F 13.16 7.80 14.43
F 14.94 7.42 15.65
F 15.03 8.83 13.94
C 12.45 9.38 16.46
F 11.53 9.43 15.38
F 12.12 10.42 17.30
F 12.27 8.20 17.06
H 15.92 9.83 16.81
H 14.89 8.76 17.71
H 14.60 10.56 17.71
N 15.75 12.49 9.58
C 16.43 12.32 10.70
S 15.81 11.53 12.09
N 17.76 12.64 10.63
C 18.50 12.74 9.40
C 18.50 11.64 8.52
C 19.02 11.83 7.25
C 19.65 13.02 6.93
C 19.73 14.08 7.83
C 19.12 13.95 9.07
H 14.74 12.39 9.62
H 16.09 12.95 8.71
H 18.22 12.65 11.54
H 17.98 10.69 8.79
H 18.95 11.01 6.51
H 20.06 13.08 5.93
H 20.15 15.02 7.55
H 19.14 14.83 9.84
*
```

***

| no. | molecular weight (g/mol) |
| --- | --- |
| 1 | 201.03 |
| 2 | 195.06 |
| 3 | 1348.68 |
| 4 | 1117.38 |
| 5 | 1022.18 |